Here is 3 unconnected molecules or ions with the total composition C32H54IN2O13P3SSi in a non-equilibrium geometry from the OMol25 dataset. Energies are from ωB97M-V/def2-TZVPD.

Its calculated total energy is -118341.002 eV. The SMILES is C=CC(=O)OCCCCCCc1cccc2c1N(I)c1ccc(P(=N)(O)O)c(CCO[Si](C)(C)C)c1S2.COP(=O)(OC)OC.COP(=O)(OC)OC. The calculation puts the lowest unoccupied orbital energy at -0.8 eV. As for the energy relative to the best compared isomer or geometry (same formula, charge and spin): 0.823 eV. The multiplicity is 1. The HOMO-LUMO gap comes out at 7.3806 eV. Its total charge is 0.

Each line ends with the Löwdin charge.
Element x y z (Å)
1 C -5.1429 -1.6545 -3.4158  0.029
2 C -3.9294 -2.3135 -3.4664  -0.055
3 C -2.6310 -1.5668 -3.6713  -0.464
4 O -2.4242 -1.1248 -4.7860  0.106
5 O -1.7112 -1.4139 -2.6762  0.002
6 C -0.3540 -1.4999 -3.1506  -0.180
7 C 0.6290 -1.6754 -1.9897  -0.192
8 C 1.9786 -0.9943 -2.3184  -0.201
9 C 3.1306 -1.5479 -1.4289  -0.198
10 C 4.2049 -0.4623 -1.1571  -0.174
11 C 4.4657 -0.1732 0.3689  -0.124
12 C 3.6484 1.0004 0.8641  -0.155
13 C 3.7424 2.2534 0.2877  -0.043
14 C 2.9919 3.3143 0.7263  -0.078
15 C 2.0987 3.1867 1.7601  -0.098
16 C 1.9934 1.9508 2.3511  -0.435
17 C 2.7569 0.8725 1.9375  -0.331
18 N 2.6515 -0.4162 2.5669  -0.399
19 I 0.8979 -1.3757 1.9329  0.976
20 C 2.6755 -0.3417 3.9945  -0.388
21 C 3.4944 -1.2201 4.6725  -0.008
22 C 3.4817 -1.1767 6.0453  -0.074
23 C 2.6986 -0.2924 6.7573  -0.197
24 P 2.7903 -0.4245 8.5606  0.534
25 N 3.6751 0.6906 9.1773  -0.158
26 O 3.3263 -1.9375 8.8589  -0.165
27 O 1.2800 -0.4445 9.1443  -0.147
28 C 1.8796 0.6220 6.0865  -0.197
29 C 1.0202 1.5720 6.9000  -0.108
30 C 1.1077 3.0661 6.4695  -0.293
31 O 2.2983 3.3662 5.7515  -0.238
32 Si 2.4968 5.0191 5.5126  0.442
33 C 3.0422 5.9218 7.0907  -0.162
34 C 3.7610 5.4328 4.1839  -0.157
35 C 0.8869 5.8831 4.9914  -0.156
36 C 1.9013 0.5567 4.7040  -0.373
37 S 0.8848 1.6477 3.7157  1.034
38 H -5.5194 -1.1741 -2.5048  0.067
39 H -5.8171 -1.5919 -4.2789  0.067
40 H -3.8647 -3.4049 -3.3994  0.102
41 H -0.2275 -2.2987 -3.8916  0.136
42 H -0.0914 -0.5514 -3.6412  0.121
43 H 0.2137 -1.1813 -1.1059  0.062
44 H 0.8042 -2.7312 -1.7471  0.116
45 H 2.2242 -1.0750 -3.3853  0.116
46 H 1.8682 0.0797 -2.1088  0.112
47 H 2.7166 -1.9999 -0.5231  0.054
48 H 3.6177 -2.3542 -1.9938  0.108
49 H 3.9557 0.4715 -1.6694  0.092
50 H 5.1651 -0.8361 -1.5347  0.103
51 H 4.2031 -1.0974 0.8907  0.093
52 H 5.5384 -0.0335 0.5549  0.118
53 H 4.4473 2.4045 -0.5282  0.122
54 H 3.1375 4.2714 0.2304  0.114
55 H 1.5001 4.0179 2.1209  0.104
56 H 4.0893 -1.9266 4.1021  0.125
57 H 4.1195 -1.8867 6.5666  0.107
58 H 4.4640 0.2819 9.6703  -0.027
59 H 4.1236 -1.8956 9.3991  0.077
60 H 1.0722 -1.3243 9.4883  0.081
61 H 1.2697 1.5357 7.9609  0.080
62 H -0.0221 1.2417 6.7859  0.132
63 H 0.1884 3.3129 5.9225  0.086
64 H 1.1052 3.6646 7.3956  0.114
65 H 2.9830 6.9948 6.8691  0.032
66 H 2.2613 5.7317 7.8413  0.026
67 H 4.0313 5.6123 7.4347  0.034
68 H 3.3267 5.4685 3.1779  0.014
69 H 4.0812 6.4674 4.3901  0.035
70 H 4.6723 4.8253 4.2085  0.037
71 H 0.9708 6.9686 5.1312  0.036
72 H 0.6378 5.6798 3.9422  0.024
73 H 0.0369 5.5723 5.6137  0.028
74 C -1.7128 2.5881 -5.1938  -0.087
75 O -0.4095 2.9443 -5.6653  -0.200
76 P -0.1975 3.1804 -7.2160  0.334
77 O -1.3095 3.8215 -7.9201  -0.227
78 O 0.2321 1.7626 -7.8017  -0.215
79 C -0.7434 0.7177 -7.8455  -0.090
80 O 1.1673 3.9668 -7.2248  -0.202
81 C 1.6357 4.4453 -8.4903  -0.091
82 H -1.7977 2.9086 -4.1577  0.090
83 H -2.4954 3.0732 -5.7768  0.087
84 H -1.8408 1.5056 -5.2345  0.066
85 H -1.7535 1.1169 -7.9493  0.090
86 H -0.6753 0.1202 -6.9353  0.080
87 H -0.5267 0.0818 -8.7008  0.089
88 H 1.1242 5.3727 -8.7441  0.090
89 H 1.4717 3.7075 -9.2762  0.087
90 H 2.7023 4.6361 -8.4019  0.088
91 C -8.6178 -6.9591 -1.5810  -0.094
92 O -7.3370 -6.6219 -2.1194  -0.200
93 P -7.1858 -6.4369 -3.6861  0.336
94 O -8.3255 -5.8186 -4.3647  -0.224
95 O -6.7758 -7.8707 -4.2474  -0.213
96 C -7.7451 -8.9181 -4.2261  -0.098
97 O -5.8241 -5.6519 -3.7710  -0.206
98 C -5.4030 -5.2108 -5.0673  -0.093
99 H -8.6558 -6.5998 -0.5553  0.089
100 H -9.4224 -6.4919 -2.1487  0.087
101 H -8.7482 -8.0416 -1.5774  0.080
102 H -8.7608 -8.5261 -4.3028  0.089
103 H -7.6378 -9.4897 -3.3031  0.087
104 H -7.5577 -9.5770 -5.0706  0.089
105 H -5.9248 -4.2902 -5.3265  0.089
106 H -5.5954 -5.9695 -5.8262  0.089
107 H -4.3347 -5.0161 -5.0284  0.080

Here is 8 unconnected molecules or ions with the total composition C32H54O13 in a non-equilibrium geometry from the OMol25 dataset. Energies are from ωB97M-V/def2-TZVPD.

Its calculated total energy is -60672.301 eV. The SMILES is O=C1CCCO1.O=C1CCCO1.O=C1CCCO1.O=C1CCCO1.O=C1CCCO1.C1CCOC1.C1CCOC1.C1CCOC1. The calculation puts the lowest unoccupied orbital energy at 0.0 eV. As for the energy relative to the best compared isomer or geometry (same formula, charge and spin): 3.927 eV. The multiplicity is 1. The HOMO-LUMO gap comes out at 9.7156 eV. Its total charge is 0.

Each line ends with the Löwdin charge.
Element x y z (Å)
1 O 3.7969 2.7815 5.1406  0.076
2 C 4.0342 3.9942 5.0219  -0.419
3 C 3.0696 5.1813 4.9666  -0.069
4 C 3.9818 6.2209 4.3714  -0.203
5 C 5.2667 5.8872 4.9300  -0.195
6 O 5.2929 4.4621 4.7640  0.021
7 H 2.2103 4.9874 4.3246  0.127
8 H 2.7584 5.4814 5.9671  0.131
9 H 3.9673 6.1684 3.2828  0.133
10 H 3.7846 7.2433 4.6939  0.128
11 H 6.0251 6.3427 4.2932  0.132
12 H 5.5554 6.0980 5.9597  0.139
13 O 2.4195 -4.9887 9.3469  0.081
14 C 1.6763 -4.5850 8.4476  -0.496
15 C 1.3732 -3.0993 8.1257  -0.057
16 C 0.9788 -3.1890 6.6126  -0.142
17 C 0.2887 -4.5748 6.6292  -0.138
18 O 0.9878 -5.3375 7.6479  0.054
19 H 0.4720 -2.7901 8.6552  0.119
20 H 2.1155 -2.3621 8.4317  0.119
21 H 0.2587 -2.4094 6.3641  0.105
22 H 1.7541 -3.2471 5.8486  0.111
23 H -0.7638 -4.3669 6.8216  0.120
24 H 0.3368 -5.0769 5.6629  0.124
25 O -8.7977 -3.5977 -2.9832  0.102
26 C -7.9507 -3.5940 -2.1042  -0.449
27 C -6.6874 -4.4401 -2.1057  -0.062
28 C -6.0969 -3.9461 -0.8223  -0.177
29 C -6.8869 -2.7594 -0.2867  -0.199
30 O -8.0200 -2.7853 -1.0264  0.034
31 H -6.9815 -5.4895 -2.0858  0.134
32 H -6.1017 -4.0841 -2.9532  0.135
33 H -6.0513 -4.7795 -0.1214  0.111
34 H -5.0332 -3.7142 -0.8758  0.112
35 H -7.0083 -2.7530 0.7965  0.130
36 H -6.4510 -1.8091 -0.5951  0.127
37 O -1.2352 1.4845 -7.2500  0.071
38 C -1.3590 2.3842 -6.3899  -0.446
39 C -1.3593 3.8244 -6.7156  -0.074
40 C -1.7560 4.4521 -5.3710  -0.142
41 C -1.6168 3.3221 -4.3299  -0.185
42 O -1.5298 2.1412 -5.0645  0.040
43 H -0.3409 4.1309 -6.9547  0.138
44 H -2.1812 3.8975 -7.4278  0.136
45 H -1.0642 5.2432 -5.0818  0.110
46 H -2.7971 4.7669 -5.4420  0.112
47 H -0.7399 3.5201 -3.7135  0.118
48 H -2.4451 3.3667 -3.6227  0.122
49 O -4.4533 -5.7241 -7.1755  0.055
50 C -3.2284 -5.5205 -6.9468  -0.465
51 C -2.0550 -6.3687 -7.4151  -0.083
52 C -0.9643 -5.3670 -7.1465  -0.158
53 C -1.4432 -4.4376 -5.9967  -0.140
54 O -2.8140 -4.5380 -6.2044  0.043
55 H -1.9551 -7.2682 -6.8077  0.129
56 H -2.1883 -6.5754 -8.4770  0.130
57 H -0.0232 -5.9129 -7.0798  0.116
58 H -0.9924 -4.7250 -8.0269  0.119
59 H -1.0083 -4.6661 -5.0237  0.125
60 H -1.2268 -3.3934 -6.2227  0.128
61 C 3.0380 -0.6028 0.3438  -0.194
62 C 1.5537 -0.8229 0.5345  -0.177
63 C 1.3545 -1.9919 -0.4537  -0.190
64 O 2.4676 -2.9069 -0.1848  -0.130
65 C 3.5216 -2.0061 0.1459  -0.221
66 H 3.4492 -0.1408 1.2413  0.110
67 H 3.2566 0.1523 -0.4112  0.110
68 H 0.9936 0.0693 0.2545  0.110
69 H 1.2669 -1.1010 1.5486  0.112
70 H 1.2510 -1.5249 -1.4331  0.113
71 H 0.3773 -2.4414 -0.2773  0.111
72 H 4.1375 -2.2142 -0.7289  0.125
73 H 3.9260 -2.2832 1.1195  0.121
74 C -2.0314 2.0795 6.9278  -0.199
75 C -2.5433 2.3360 5.5653  -0.179
76 C -3.9551 2.8476 5.8770  -0.221
77 O -3.7729 3.6561 6.9912  -0.134
78 C -2.6902 3.1980 7.7883  -0.183
79 H -0.9511 2.0570 7.0710  0.112
80 H -2.3869 1.1355 7.3408  0.106
81 H -2.5978 1.3967 5.0150  0.113
82 H -1.9335 3.1050 5.0912  0.119
83 H -4.5744 2.0336 6.2540  0.118
84 H -4.4789 3.2947 5.0322  0.123
85 H -2.9286 2.6902 8.7229  0.112
86 H -1.9788 4.0011 7.9810  0.114
87 C 5.7143 3.0932 -4.7010  -0.183
88 C 6.0388 1.7234 -5.3720  -0.156
89 C 4.8772 1.4771 -6.3004  -0.184
90 O 3.8739 2.4304 -5.8435  -0.181
91 C 4.2326 3.1254 -4.6080  -0.191
92 H 6.1263 3.9363 -5.2556  0.112
93 H 6.1426 3.3001 -3.7203  0.109
94 H 6.2552 0.8385 -4.7735  0.109
95 H 6.9439 1.9937 -5.9159  0.102
96 H 4.5341 0.4446 -6.2346  0.111
97 H 5.0388 1.7789 -7.3353  0.116
98 H 3.7412 2.5780 -3.8037  0.117
99 H 3.9135 4.1574 -4.7536  0.117